Formula: C72H164N6O21
Source: the OMol25 dataset
Level of theory: wB97M-V/def2-TZVPD

Values from the calculation:
* charge: 0
* LUMO: 0.37 eV
* relative energy (zero: lowest compared OMol25 entry of this formula, charge and spin): 1.371 eV
* Kohn-Sham gap: 8.600 eV

Geometry (Å):
C  0.8511  5.1090  -0.1831
O  1.2824  4.8926  -1.5132
C  2.3545  4.0094  -1.5511
C  2.7412  3.6836  -2.9813
O  1.7652  2.8209  -3.6325
C  1.7774  2.9573  -5.0216
C  0.7525  2.1115  -5.7224
O  -0.5663  2.4905  -5.5323
C  -1.2441  3.0025  -6.6425
H  0.0274  5.8420  -0.3349
H  1.6459  5.5948  0.4519
H  0.3888  4.1677  0.1570
H  2.0172  3.1066  -1.1082
H  3.2077  4.4316  -1.0302
H  3.7529  3.1970  -2.8630
H  2.8464  4.5881  -3.6150
H  2.7071  2.5593  -5.4191
H  1.6835  4.0526  -5.2481
H  0.9014  1.0830  -5.3925
H  1.0431  2.0723  -6.8527
H  -0.8382  2.6906  -7.6086
H  -1.1476  4.1281  -6.6754
H  -2.2592  2.7119  -6.6260
C  -7.7860  0.9228  -0.3263
O  -6.9758  0.2786  0.6825
C  -5.6364  0.5919  0.5764
C  -4.7446  0.0453  1.7004
O  -4.9341  -1.3683  1.7336
C  -5.5504  -1.8672  2.9110
C  -4.5599  -2.1672  4.0709
O  -4.5965  -1.1778  5.0202
C  -5.4661  -1.4635  6.1371
H  -7.6189  0.5588  -1.3938
H  -7.6897  2.0096  -0.3547
H  -8.8164  0.6915  -0.0958
H  -5.4919  1.7072  0.6104
H  -5.3323  0.2248  -0.3477
H  -4.8708  0.4853  2.7171
H  -3.6967  0.3634  1.4746
H  -6.1569  -2.7343  2.6284
H  -6.2869  -1.0869  3.3731
H  -3.4985  -2.2677  3.8898
H  -4.8919  -3.1548  4.4348
H  -6.3141  -2.0801  5.8397
H  -5.8059  -0.5139  6.5767
H  -5.0152  -2.0816  7.0066
C  9.1942  5.1605  0.9900
O  8.6896  3.9761  1.6096
C  8.2400  4.2222  2.9913
C  7.5340  3.0309  3.5851
O  7.0270  3.5394  4.7768
C  6.3121  2.7267  5.6589
C  4.9640  3.3564  5.5684
O  4.4737  3.1070  4.2711
C  4.1493  4.2207  3.4992
H  9.7085  4.8463  0.0776
H  9.9072  5.6293  1.6275
H  8.3188  5.8845  0.8334
H  7.5860  5.0916  3.0536
H  9.0561  4.4455  3.6435
H  8.0675  2.0775  3.7358
H  6.7742  2.7915  2.8101
H  6.6749  2.9238  6.6572
H  6.3893  1.6715  5.3522
H  4.9790  4.4094  5.8079
H  4.2590  2.8574  6.2871
H  3.3969  3.9911  2.7925
H  5.1135  4.5569  3.1129
H  3.8497  5.0833  4.1682
C  0.5259  -5.8596  2.8523
O  -0.0085  -4.7955  2.1439
C  -1.0568  -4.1469  2.8610
C  -2.2840  -3.9835  1.9845
O  -3.0343  -5.1099  2.2419
C  -4.2080  -5.0900  1.4474
C  -5.2913  -6.0720  1.9549
O  -5.9099  -5.5534  3.1367
C  -5.2797  -5.9693  4.3342
H  1.3221  -6.2707  2.2844
H  -0.2118  -6.6191  3.1278
H  0.9626  -5.4878  3.8014
H  -0.7121  -3.1604  3.1115
H  -1.3334  -4.7277  3.7459
H  -2.0840  -3.8372  0.9011
H  -2.8651  -3.1124  2.2983
H  -4.0086  -5.2637  0.4244
H  -4.6132  -4.0730  1.6534
H  -4.9659  -7.1036  2.0075
H  -5.9420  -5.9617  1.1301
H  -5.0134  -7.0479  4.3189
H  -5.9239  -5.7144  5.1952
H  -4.3194  -5.3961  4.4073
C  6.2786  -7.7247  0.2250
O  6.2083  -7.2887  -1.1333
C  6.9780  -6.1520  -1.4592
C  6.3346  -4.8222  -1.0077
O  4.9819  -4.6519  -1.4292
C  3.9660  -5.0532  -0.6058
C  2.6569  -4.5605  -1.2003
O  1.6820  -5.0997  -0.3214
C  0.3539  -4.8267  -0.7683
H  5.7553  -8.6491  0.3079
H  5.9306  -7.0016  0.9437
H  7.3032  -7.9481  0.4496
H  7.0621  -6.1743  -2.5267
H  7.9707  -6.2477  -1.0226
H  6.8159  -4.0157  -1.4372
H  6.3702  -4.7965  0.0569
H  4.0890  -4.4785  0.3431
H  3.8558  -6.1818  -0.5576
H  2.6266  -4.9745  -2.2551
H  2.7058  -3.4802  -1.1923
H  -0.3405  -4.7251  0.0680
H  -0.1608  -5.5933  -1.2548
H  0.3226  -3.8735  -1.2480
C  1.9287  -1.0340  -2.8595
O  2.9066  -0.9051  -1.8314
C  4.2323  -0.8004  -2.3212
C  4.5596  0.6283  -2.7544
O  4.6433  1.5813  -1.7768
C  5.8393  1.5148  -1.0471
C  5.9628  2.6243  -0.0278
O  6.1144  3.9602  -0.4767
C  7.0916  4.1511  -1.4850
H  1.0704  -1.5676  -2.4210
H  2.3856  -1.5245  -3.7186
H  1.5818  -0.0339  -3.0929
H  4.3751  -1.4286  -3.1432
H  4.8802  -1.0542  -1.5065
H  3.7745  0.9481  -3.4372
H  5.4932  0.5247  -3.2729
H  6.7414  1.5542  -1.7283
H  5.8924  0.5769  -0.4943
H  6.7921  2.3810  0.6323
H  5.0042  2.6053  0.5341
H  6.7189  3.7728  -2.4575
H  8.0925  3.6596  -1.2523
H  7.3181  5.1945  -1.5802
C  -6.8549  -4.8542  -1.3592
O  -5.4625  -4.6004  -1.3494
C  -5.2854  -3.1883  -1.4356
C  -3.8601  -2.7703  -1.5867
O  -3.3246  -3.2235  -2.7941
C  -1.9361  -3.1431  -2.7936
C  -1.4512  -3.4411  -4.1883
O  -1.7572  -2.5507  -5.2124
C  -0.8471  -1.4655  -5.2013
H  -7.2598  -4.4932  -2.3373
H  -7.3098  -4.2082  -0.5786
H  -6.9061  -5.9078  -1.1320
H  -5.7086  -2.7626  -0.5189
H  -5.9641  -2.8420  -2.2697
H  -3.3757  -3.3193  -0.7648
H  -3.7605  -1.6657  -1.4231
H  -1.5669  -3.9769  -2.1255
H  -1.6525  -2.0783  -2.3817
H  -1.8710  -4.4324  -4.4365
H  -0.3624  -3.6085  -4.1206
H  -1.0011  -0.7638  -4.4026
H  -0.9674  -0.8600  -6.1062
H  0.1859  -1.8927  -5.0954
C  -0.6632  7.1248  -2.8170
C  -1.0059  6.1711  -3.9556
C  -1.2257  4.7656  -3.4053
C  -2.1456  4.7581  -2.3250
N  -2.9557  4.6662  -1.5112
H  -0.6872  8.1490  -3.1924
H  0.2812  6.9065  -2.4020
H  -1.4034  7.0424  -1.9858
H  -0.2454  6.1198  -4.7511
H  -1.8996  6.5654  -4.4379
H  -0.2210  4.4010  -3.1607
H  -1.6122  4.0793  -4.1888
C  -3.6695  5.0623  2.7162
C  -4.8397  4.5798  1.8402
C  -5.5689  5.6947  1.1897
C  -6.2219  6.5899  2.1416
N  -6.7650  7.3698  2.7371
H  -3.2557  4.2861  3.3398
H  -3.9907  5.9166  3.2972
H  -2.8444  5.6008  2.1406
H  -5.4657  3.9637  2.5052
H  -4.4384  3.8437  1.1079
H  -6.3243  5.2030  0.5482
H  -4.9667  6.2821  0.5801
C  -2.1859  -4.0109  6.8286
C  -1.4368  -2.7259  6.4717
C  0.0307  -2.9380  6.0776
C  0.8825  -3.5057  7.1456
N  1.5432  -4.1066  7.8625
H  -1.8636  -4.4374  7.7655
H  -2.1245  -4.6460  5.9808
H  -3.2408  -3.7548  6.9518
H  -1.4227  -1.9717  7.2539
H  -1.8855  -2.1870  5.6266
H  0.4030  -1.9581  5.9091
H  0.1799  -3.5851  5.1742
C  -3.8681  0.3751  -4.9722
C  -5.2185  0.8220  -4.4567
N  -5.7553  2.1214  -5.0758
C  -6.1471  1.7740  -6.4857
C  -6.7856  2.9065  -7.3176
C  -4.8393  3.2847  -5.0434
C  -5.5897  4.5945  -4.7059
H  -3.4947  -0.5020  -4.4478
H  -3.0585  1.1048  -4.8205
H  -3.9241  0.1898  -6.0460
H  -5.9861  0.0714  -4.5873
H  -5.2142  1.0214  -3.4118
H  -5.1566  1.4560  -6.9624
H  -6.8389  0.8645  -6.4629
H  -6.9132  2.4148  -8.2803
H  -7.8145  3.0948  -6.9864
H  -6.1723  3.7426  -7.5319
H  -4.3033  3.4141  -6.0180
H  -4.0801  3.1986  -4.2304
H  -6.1545  4.4653  -3.7345
H  -6.1611  4.9022  -5.5844
H  -4.8069  5.3138  -4.6510
C  -0.7972  2.4091  1.9296
C  0.0711  1.4333  1.1150
N  -0.6614  0.8041  -0.0440
C  -0.1395  -0.4942  -0.2878
C  -0.6280  -1.5642  0.6668
C  -0.4787  1.5725  -1.2615
C  -1.5806  1.5011  -2.3491
H  -0.2056  2.9362  2.6916
H  -1.5633  1.9456  2.5642
H  -1.4090  3.1350  1.3055
H  0.9682  1.8761  0.6863
H  0.3776  0.7135  1.8625
H  -0.3271  -0.8047  -1.3734
H  0.9670  -0.4247  -0.0863
H  -1.6805  -1.6973  0.6182
H  -0.1277  -2.5231  0.4261
H  -0.3489  -1.2656  1.6967
H  0.4781  1.2540  -1.6899
H  -0.3610  2.6237  -1.0467
H  -1.7535  0.4580  -2.5191
H  -1.1426  1.9802  -3.2337
H  -2.4442  1.9059  -1.9283
C  2.8605  -3.3596  2.7620
C  4.1157  -2.6345  3.3052
N  4.0244  -1.1380  3.2765
C  5.3012  -0.5713  3.8938
C  6.5997  -0.7792  3.1343
C  3.7685  -0.7782  1.9265
C  3.7803  0.7201  1.7751
H  1.8961  -3.2845  3.3094
H  2.9827  -4.4545  2.8404
H  2.6652  -3.1805  1.6871
H  4.2073  -2.8183  4.3822
H  4.9742  -2.9265  2.8069
H  5.0751  0.5020  4.0409
H  5.4428  -1.1094  4.8353
H  6.9770  -1.7334  3.0186
H  6.5113  -0.3880  2.1451
H  7.3295  -0.2147  3.6649
H  2.8113  -1.1481  1.6045
H  4.5745  -1.1145  1.2592
H  3.6221  0.9390  0.6979
H  4.6320  1.2135  2.1684
H  2.9616  1.1161  2.4399